#P
Molecular formula: C6H6N2O2
Method: DFT, the ωB97M-V functional and the def2-TZVPD basis

Atoms and positions in Å:
C1 -0.413 1.179 0.155
C2 1.127 0.963 -0.436
C3 -1.440 0.219 0.446
C4 1.277 -0.458 -0.670
C5 -0.929 -1.140 0.128
C6 0.531 -1.296 0.430
N1 -0.654 3.517 0.162
N2 -0.567 2.411 0.250
O1 1.890 1.891 -0.445
O2 -2.509 0.493 0.920
H1 0.766 -0.605 -1.625
H2 2.246 -0.734 -0.719
H3 -1.450 -1.904 0.732
H4 -1.149 -1.367 -1.018
H5 0.860 -2.379 0.268
H6 0.414 -0.790 1.422

Computed properties:
HOMO level	-9.4	eV
Kohn-Sham gap	9.849	eV

Need the natural (NBO) charges? In units of e they are: -0.322, 0.634, 0.527, -0.519, -0.489, -0.398, 0.086, 0.137, -0.517, -0.540, 0.236, 0.233, 0.240, 0.216, 0.240, 0.236

#Q
Molecular formula: C6H6N2O2
Method: DFT, the ωB97M-V functional and the def2-TZVPD basis

Atoms and positions in Å:
C1 1.465 -1.043 -0.093
C2 -0.562 -0.051 -0.323
C3 -1.962 -0.358 -0.481
C4 -2.960 0.299 0.228
C5 -0.057 1.226 -0.029
C6 1.533 1.387 -0.102
H1 2.061 -2.865 0.253
H2 -2.186 -1.207 -1.312
H3 -2.442 0.849 1.397
H4 -4.066 0.238 0.220
H5 -0.900 2.081 0.339
H6 3.161 0.039 0.276
N1 0.252 -1.201 -0.184
N2 2.171 0.165 -0.047
O1 2.264 -1.922 0.089
O2 2.229 2.363 -0.231

Computed properties:
HOMO level	-8.7	eV
Kohn-Sham gap	8.873	eV

Need the natural (NBO) charges? In units of e they are: 0.729, 0.135, -0.240, -0.354, -0.360, 0.659, 0.529, 0.238, 0.184, 0.222, 0.260, 0.434, -0.568, -0.638, -0.648, -0.584

Which one sits at the bottom of the stability order? #Q does.

#P
Molecular formula: C6H6N2O2
Method: DFT, the ωB97M-V functional and the def2-TZVPD basis

Atoms and positions in Å:
O1 -0.609 -2.424 1.302
C1 -0.567 -1.333 0.721
C2 0.099 -1.048 -0.505
C3 0.068 0.197 -0.930
N1 -0.134 1.178 0.006
C4 -0.753 1.076 1.202
O2 -0.993 2.127 1.845
N2 -1.275 -0.266 1.316
H1 0.665 -1.753 -0.987
H2 0.568 0.739 -1.763
H3 0.260 2.251 -0.016
H4 -1.305 -0.447 2.441
C5 1.665 0.389 -3.007
C6 2.525 -0.088 -2.244
H5 0.998 0.477 -3.830
H6 3.268 -0.430 -1.699

Computed properties:
HOMO level	-9.3	eV
Kohn-Sham gap	9.326	eV
structure (SMILES)	O=c1cc[nH]c(=O)[nH]1.C#C

Need the natural (NBO) charges? In units of e they are: -0.583, 0.623, -0.402, 0.107, -0.624, 0.769, -0.621, -0.643, 0.243, 0.239, 0.439, 0.430, -0.298, -0.151, 0.258, 0.215

#Q
Molecular formula: C6H6N2O2
Method: DFT, the ωB97M-V functional and the def2-TZVPD basis

Atoms and positions in Å:
N1 -3.905 2.262 -0.242
C1 -3.175 1.413 0.029
C2 -2.120 0.472 0.167
N2 -2.335 -0.823 0.019
O1 -3.463 -1.278 -0.144
C3 -1.294 -1.866 0.086
O2 -1.635 -2.989 0.165
C4 0.145 -1.364 0.023
C5 0.135 0.112 -0.611
C6 -0.703 0.893 0.362
H1 0.559 -1.167 0.985
H2 0.686 -2.059 -0.462
H3 -0.248 0.348 -1.603
H4 1.202 0.578 -0.607
H5 -0.646 2.021 0.088
H6 -0.411 0.598 1.329

Computed properties:
HOMO level (spin up / spin down)	-9.3 / -9.3	eV
Kohn-Sham gap (spin up / spin down)	8.133 / 8.137	eV
structure (SMILES)	N#CC1=[N+]([O-])C(=O)CCC1

Need the natural (NBO) charges? In units of e they are: -0.254, 0.238, 0.052, 0.081, -0.430, 0.674, -0.427, -0.498, -0.392, -0.433, 0.237, 0.240, 0.226, 0.222, 0.247, 0.216

Which one sits at the bottom of the stability order? #P does.

#P
Molecular formula: C3H4N2OS2
Method: DFT, the ωB97M-V functional and the def2-TZVPD basis

Atoms and positions in Å:
N1 -1.084 1.743 0.107
N2 -0.262 0.708 -0.154
C1 -0.362 -0.414 0.680
C2 0.421 -1.466 0.364
O1 0.380 -2.690 0.932
S1 1.259 -1.055 -1.190
C3 0.609 0.594 -1.123
S2 0.858 1.733 -2.278
H1 -1.088 2.346 -0.642
H2 -0.774 2.390 0.982
H3 -1.056 -0.544 1.460
H4 1.099 -3.345 0.861

Computed properties:
HOMO level	-7.8	eV
Kohn-Sham gap	7.992	eV
structure (SMILES)	Nn1cc(O)sc1=S

Need the natural (NBO) charges? In units of e they are: -0.615, -0.221, -0.148, 0.156, -0.685, 0.336, -0.102, -0.214, 0.386, 0.359, 0.235, 0.514

#Q
Molecular formula: C3H4N2OS2
Method: DFT, the ωB97M-V functional and the def2-TZVPD basis

Atoms and positions in Å:
H1 -3.590 0.424 0.764
N1 -3.059 0.116 -0.029
C1 -1.951 -0.228 0.449
N2 -1.018 -0.703 -0.468
S1 0.579 -1.195 -0.142
C2 1.373 0.319 -0.120
S2 0.640 1.770 -0.077
C3 2.915 0.222 -0.044
O1 3.443 -0.820 0.318
H2 -1.544 -0.459 1.392
H3 -1.227 -0.659 -1.564
H4 3.439 1.213 -0.479

Computed properties:
HOMO level	-9.3	eV
Kohn-Sham gap	7.913	eV
structure (SMILES)	[H]/N=C/NSC(=S)C=O

Need the natural (NBO) charges? In units of e they are: 0.342, -0.661, 0.272, -0.798, 0.599, -0.484, 0.084, 0.385, -0.489, 0.168, 0.428, 0.154

Which one sits at the bottom of the stability order? #Q does.

#P
Molecular formula: C32H22IN8O2PdS
Method: DFT, the ωB97M-V functional and the def2-TZVPD basis

Atoms and positions in Å:
Pd1 -0.076 -0.081 0.467
C1 -3.121 2.615 0.630
O1 -2.411 1.571 -0.089
C2 -2.323 1.644 -1.393
C3 -2.858 2.682 -2.160
C4 -2.871 2.573 -3.530
C5 -2.372 1.431 -4.213
C6 -1.841 0.412 -3.500
C7 -1.739 0.508 -2.074
N1 -1.127 -0.451 -1.365
N2 -1.122 -1.641 -1.867
C8 -0.207 -2.515 -2.088
C9 1.249 -2.029 -2.149
O2 1.437 -0.843 -1.949
C10 2.269 -3.014 -2.392
C11 1.927 -4.299 -2.585
C12 0.550 -4.787 -2.558
C13 0.282 -6.127 -2.777
C14 -1.033 -6.589 -2.772
C15 -2.090 -5.716 -2.549
C16 -1.837 -4.374 -2.325
C17 -0.522 -3.901 -2.319
H1 -2.619 3.572 0.493
H2 -4.151 2.660 0.282
H3 -3.091 2.313 1.671
H4 -3.294 3.548 -1.686
H5 -3.300 3.381 -4.112
H6 -2.418 1.392 -5.292
H7 -1.433 -0.461 -3.993
H8 3.293 -2.670 -2.432
H9 2.700 -5.032 -2.785
H10 1.095 -6.817 -2.962
H11 -1.230 -7.637 -2.955
H12 -3.107 -6.082 -2.566
H13 -2.658 -3.680 -2.185
S1 1.058 -3.683 6.860
N3 0.009 -3.982 5.680
C18 0.200 -3.053 4.756
C19 -0.536 -2.937 3.515
C20 -1.578 -3.786 3.131
C21 -2.212 -3.559 1.928
C22 -1.791 -2.508 1.121
N4 -0.789 -1.703 1.467
C23 -0.176 -1.897 2.661
C24 0.862 -0.950 3.009
N5 1.090 0.045 2.115
C25 2.051 0.931 2.366
C26 2.811 0.885 3.531
C27 2.574 -0.104 4.459
C28 1.579 -1.051 4.196
C29 1.230 -2.141 5.085
N6 1.800 -2.395 6.252
H14 -1.875 -4.596 3.785
H15 -3.035 -4.179 1.603
H16 -2.279 -2.306 0.178
H17 2.221 1.696 1.625
H18 3.577 1.631 3.688
H19 3.143 -0.167 5.379
I1 0.588 5.935 -0.479
C30 0.828 3.899 -0.648
C31 1.590 3.202 -1.569
N7 1.435 1.896 -1.315
N8 0.613 1.698 -0.273
C32 0.244 2.912 0.145
H20 2.231 3.549 -2.364
H21 1.871 1.097 -1.758
H22 -0.411 3.027 0.994

Computed properties:
HOMO level	-16.1	eV
Kohn-Sham gap	5.026	eV
charge	+3

Need the natural (NBO) charges? In units of e they are: 0.918, -0.272, -0.453, 0.455, -0.331, -0.001, -0.211, -0.148, 0.096, -0.101, -0.179, 0.248, 0.508, -0.563, -0.336, -0.011, -0.080, -0.140, -0.108, -0.189, -0.130, -0.076, 0.207, 0.225, 0.231, 0.265, 0.262, 0.267, 0.246, 0.267, 0.253, 0.249, 0.257, 0.254, 0.228, 1.073, -0.588, 0.158, -0.086, -0.064, -0.228, 0.066, -0.462, 0.239, 0.125, -0.423, 0.082, -0.219, -0.078, 0.022, 0.061, -0.567, 0.271, 0.260, 0.217, 0.230, 0.267, 0.272, 0.310, -0.303, -0.012, -0.310, -0.340, -0.053, 0.269, 0.463, 0.240

#Q
Molecular formula: C32H22IN8O2PdS
Method: DFT, the ωB97M-V functional and the def2-TZVPD basis

Atoms and positions in Å:
Pd1 0.668 -0.506 -0.396
C1 3.162 -2.001 2.257
O1 2.418 -0.865 1.746
C2 2.842 0.352 1.987
C3 4.024 0.640 2.673
C4 4.318 1.939 3.013
C5 3.445 3.020 2.705
C6 2.302 2.775 2.026
C7 1.978 1.445 1.591
N1 0.904 1.219 0.828
N2 -0.012 2.145 0.867
C8 -0.928 2.426 -0.029
C9 -0.669 2.244 -1.522
O2 0.479 2.065 -1.877
C10 -1.803 2.331 -2.421
C11 -2.971 2.803 -1.964
C12 -3.175 3.204 -0.571
C13 -4.379 3.747 -0.172
C14 -4.569 4.144 1.156
C15 -3.559 3.991 2.100
C16 -2.352 3.437 1.722
C17 -2.145 3.034 0.389
H1 4.139 -2.055 1.777
H2 3.262 -1.920 3.338
H3 2.563 -2.868 2.005
H4 4.696 -0.154 2.960
H5 5.237 2.142 3.548
H6 3.704 4.025 3.006
H7 1.637 3.584 1.752
H8 -1.625 2.101 -3.462
H9 -3.805 2.937 -2.642
H10 -5.178 3.877 -0.890
H11 -5.513 4.587 1.446
H12 -3.712 4.323 3.117
H13 -1.544 3.345 2.437
S1 -4.412 -5.840 -1.256
N3 -4.287 -4.707 -0.124
C18 -3.217 -3.986 -0.421
C19 -2.737 -2.844 0.329
C20 -3.350 -2.338 1.478
C21 -2.797 -1.240 2.099
C22 -1.651 -0.658 1.569
N4 -1.059 -1.126 0.472
C23 -1.585 -2.217 -0.142
C24 -0.887 -2.691 -1.319
N5 0.238 -2.014 -1.665
C25 0.892 -2.364 -2.769
C26 0.475 -3.428 -3.566
C27 -0.644 -4.146 -3.211
C28 -1.351 -3.771 -2.062
C29 -2.548 -4.432 -1.585
N6 -3.124 -5.483 -2.147
H14 -4.242 -2.818 1.862
H15 -3.235 -0.824 2.996
H16 -1.199 0.200 2.045
H17 1.768 -1.788 -3.025
H18 1.042 -3.673 -4.453
H19 -0.990 -4.985 -3.801
I1 6.525 -1.371 -1.984
C30 4.671 -0.504 -1.785
C31 4.262 0.746 -2.217
N7 2.979 0.896 -1.864
N8 2.518 -0.197 -1.233
C32 3.543 -1.053 -1.179
H20 4.794 1.520 -2.746
H21 2.338 1.650 -2.070
H22 3.430 -2.024 -0.722

Computed properties:
HOMO level	-15.9	eV
Kohn-Sham gap	4.607	eV
charge	+3

Need the natural (NBO) charges? In units of e they are: 0.904, -0.270, -0.457, 0.451, -0.332, 0.003, -0.210, -0.149, 0.106, -0.125, -0.234, 0.272, 0.498, -0.542, -0.310, -0.052, -0.056, -0.154, -0.073, -0.205, -0.103, -0.075, 0.212, 0.224, 0.228, 0.264, 0.262, 0.267, 0.253, 0.265, 0.255, 0.251, 0.258, 0.258, 0.237, 1.073, -0.569, 0.075, -0.063, -0.064, -0.229, 0.071, -0.466, 0.238, 0.142, -0.430, 0.090, -0.220, -0.064, -0.065, 0.162, -0.585, 0.272, 0.261, 0.214, 0.233, 0.267, 0.272, 0.309, -0.301, -0.010, -0.311, -0.341, -0.055, 0.268, 0.463, 0.239

Which one sits at the bottom of the stability order? #Q does.

#P
Molecular formula: C2H38O17
Method: DFT, the ωB97M-V functional and the def2-TZVPD basis

Atoms and positions in Å:
O1 -2.580 -2.729 -0.763
H1 -1.780 -2.206 -0.723
H2 -2.321 -3.590 -0.435
O2 2.858 -1.678 2.309
H3 2.636 -2.442 1.776
H4 3.526 -1.217 1.801
O3 -0.745 1.661 3.375
H5 -0.107 0.954 3.470
H6 -0.860 2.002 4.262
O4 -3.914 -0.472 -0.729
H7 -3.552 -1.343 -0.567
H8 -4.501 -0.314 0.011
O5 0.866 -1.875 -3.067
H9 0.595 -1.835 -2.150
H10 0.176 -1.413 -3.542
O6 -3.230 1.974 -1.799
H11 -3.269 1.072 -1.483
H12 -2.402 2.025 -2.277
O7 -0.855 2.541 -3.241
H13 -0.621 3.097 -3.985
H14 -0.305 2.856 -2.524
O8 1.325 0.011 4.317
H15 0.956 -0.693 4.850
H16 1.647 -0.428 3.530
O9 3.493 1.351 -1.020
H17 3.923 1.503 -0.178
H18 3.482 0.398 -1.114
O10 -2.794 -0.975 2.007
H19 -2.275 -1.774 1.913
H20 -2.800 -0.803 2.949
O11 1.404 3.222 -1.239
H21 2.180 2.671 -1.141
H22 1.168 3.466 -0.344
O12 2.103 -3.984 0.500
H23 2.307 -4.213 -0.407
H24 2.305 -4.775 0.999
O13 -0.992 -0.025 -4.345
H25 -1.488 0.022 -5.163
H26 -1.115 0.834 -3.941
O14 -2.733 2.401 1.737
H27 -1.946 2.321 2.276
H28 -3.004 1.498 1.572
O15 3.561 -1.742 -1.040
H29 2.708 -2.175 -1.089
H30 4.161 -2.427 -0.745
O16 0.553 3.414 1.584
H31 0.198 2.609 1.962
H32 1.363 3.570 2.070
C1 -0.458 0.572 -0.421
C2 0.445 -0.494 0.370
O17 0.267 -1.734 -0.244
H33 -0.099 0.613 -1.450
H34 -0.268 1.584 -0.064
H35 -1.525 0.350 -0.392
H36 0.070 -0.638 1.383
H37 1.496 -0.205 0.351
H38 0.768 -2.391 0.246

Computed properties:
HOMO level	-9.3	eV
Kohn-Sham gap	8.449	eV

Need the natural (NBO) charges? In units of e they are: -0.955, 0.497, 0.477, -0.970, 0.489, 0.482, -0.982, 0.502, 0.488, -0.972, 0.493, 0.475, -0.993, 0.469, 0.503, -0.976, 0.483, 0.470, -0.983, 0.485, 0.520, -0.961, 0.476, 0.500, -0.955, 0.466, 0.502, -0.939, 0.468, 0.472, -1.000, 0.493, 0.492, -0.976, 0.492, 0.495, -0.980, 0.472, 0.501, -0.956, 0.474, 0.466, -0.947, 0.479, 0.472, -0.956, 0.492, 0.465, -0.656, -0.062, -0.780, 0.219, 0.236, 0.234, 0.146, 0.166, 0.486

#Q
Molecular formula: C2H38O17
Method: DFT, the ωB97M-V functional and the def2-TZVPD basis

Atoms and positions in Å:
C1 -2.360 -1.949 -1.728
C2 -1.521 -1.587 -0.692
H1 -3.506 -1.892 -1.382
H2 -1.951 -2.429 -2.592
H3 -1.921 -1.088 0.137
H4 -0.569 -1.378 -0.964
H5 0.058 -4.267 2.139
H6 -1.300 -4.258 1.152
O1 -0.313 -4.254 1.116
H7 -0.100 -1.157 -2.331
H8 1.123 -0.399 -3.001
O2 0.562 -1.091 -3.113
H9 -0.743 1.005 0.868
H10 -1.340 2.218 1.630
O3 -1.179 1.330 1.616
H11 -4.332 0.412 1.352
H12 -4.502 -0.228 -0.110
O4 -3.896 0.028 0.626
H13 -1.190 0.470 -3.194
H14 -0.096 1.285 -3.901
O5 -0.673 1.155 -3.109
H15 1.588 2.366 -3.665
H16 2.240 1.753 -2.505
O6 1.778 1.602 -3.266
H17 -0.506 4.784 -0.102
H18 -1.901 4.566 -0.483
O7 -1.509 4.627 0.267
H19 1.945 1.776 2.288
H20 1.755 0.300 1.848
O8 2.316 1.094 1.709
H21 -2.074 -0.386 2.680
H22 -0.558 -0.357 2.457
O9 -1.299 -0.806 2.944
H23 2.613 3.076 0.144
H24 1.764 2.784 -1.151
O10 1.933 3.511 -0.470
H25 2.682 -0.233 -0.456
H26 3.367 0.953 0.010
O11 2.937 0.625 -0.770
H27 0.704 -3.836 -0.858
H28 0.676 -3.252 -2.181
O12 1.247 -3.644 -1.548
H29 0.633 3.354 3.324
H30 0.916 4.086 2.095
O13 1.075 3.279 2.563
H31 2.423 -2.978 -0.545
H32 3.855 -2.463 0.167
O14 2.793 -2.460 0.196
H33 2.148 -2.237 1.767
H34 0.692 -1.911 1.380
O15 1.351 -1.848 2.142
H35 0.470 -2.742 3.558
H36 -0.970 -2.816 3.617
O16 -0.208 -3.422 3.643
H37 -1.666 2.856 -2.102
H38 -3.046 2.717 -1.423
O17 -2.417 3.353 -1.795

Computed properties:
HOMO level	-10.5	eV
Kohn-Sham gap	10.472	eV

Need the natural (NBO) charges? In units of e they are: -0.406, -0.377, 0.203, 0.210, 0.226, 0.141, 0.531, 0.475, -1.042, 0.460, 0.490, -0.963, 0.479, 0.496, -0.969, 0.482, 0.483, -0.960, 0.462, 0.491, -0.952, 0.462, 0.484, -0.939, 0.465, 0.465, -0.940, 0.502, 0.489, -1.014, 0.480, 0.490, -0.969, 0.488, 0.473, -0.965, 0.489, 0.491, -0.984, 0.490, 0.486, -0.940, 0.468, 0.491, -0.938, 0.519, 0.493, -1.024, 0.512, 0.486, -1.002, 0.502, 0.498, -0.974, 0.499, 0.479, -0.972

Which one sits at the bottom of the stability order? #Q does.

#P
Molecular formula: C2H3O3S2
Method: DFT, the ωB97M-V functional and the def2-TZVPD basis

Atoms and positions in Å:
C1 -1.185 0.761 -0.138
C2 -0.719 1.198 1.028
O1 0.229 -1.956 -0.509
O2 2.630 -1.248 -0.212
O3 1.073 0.495 -0.834
S1 -2.155 0.489 -1.330
S2 1.306 -0.722 0.119
H1 0.355 1.137 1.287
H2 -0.047 -1.499 -1.297
H3 -1.486 1.344 1.884

Computed properties:
HOMO level	-4.4	eV
Kohn-Sham gap	7.644	eV
charge	-1

Need the natural (NBO) charges? In units of e they are: -0.004, -0.623, -0.945, -1.013, -1.009, 0.011, 1.640, 0.257, 0.465, 0.221

#Q
Molecular formula: C2H3O3S2
Method: DFT, the ωB97M-V functional and the def2-TZVPD basis

Atoms and positions in Å:
C1 0.142 -1.149 0.631
C2 -0.337 0.028 -0.545
O1 -2.729 -1.004 -1.147
O2 -1.369 -1.501 0.924
O3 -2.639 0.612 0.655
S1 1.203 -2.361 0.139
S2 -2.002 -0.449 -0.031
H1 0.539 -0.827 1.562
H2 0.155 -0.190 -1.417
H3 -0.197 1.097 -0.418

Computed properties:
HOMO level	-3.5	eV
Kohn-Sham gap	7.191	eV
charge	-1

Need the natural (NBO) charges? In units of e they are: -0.123, -0.729, -0.960, -0.759, -0.965, -0.485, 2.389, 0.182, 0.236, 0.214

Which one sits at the bottom of the stability order? #P does.